# 1
This record from the Open Molecules 2025 dataset describes a molecular structure, C31H29F2N2P2RhS2. The level of theory is ωB97M-V/def2-TZVPD.

## Properties
relative energy (zero: lowest compared OMol25 entry of this formula, charge and spin): 149.9 kJ/mol
net charge: +2
lowest unoccupied orbital energy (alpha / beta): -7.27 / -7.94 eV
2S+1: 1
frontier orbital gap (alpha / beta): 5.3 / 4.6 eV

Geometry as XYZ:
```
69
C31H29F2N2P2RhS2 ωB97M-V/def2-TZVPD
Rh -0.878 -0.017 0.071
C -2.015 3.278 0.685
P -2.091 1.554 1.279
C -3.866 1.315 1.646
C -1.363 1.652 2.961
C -1.728 2.626 3.882
C -1.118 2.675 5.126
C -0.153 1.740 5.468
C 0.197 0.742 4.575
C -0.411 0.696 3.326
P -0.103 -0.658 2.155
C -1.255 -1.973 2.724
C 1.544 -1.375 2.509
H -2.634 3.928 1.302
H -2.379 3.316 -0.342
H -0.980 3.613 0.732
H -4.195 2.100 2.327
H -4.018 0.350 2.130
H -4.456 1.355 0.733
H -2.479 3.362 3.637
H -1.387 3.453 5.825
H 0.324 1.779 6.435
H 0.936 0.007 4.851
H -0.805 -2.946 2.538
H -2.210 -1.922 2.197
H -1.432 -1.850 3.791
H 1.537 -1.848 3.492
H 2.313 -0.604 2.469
H 1.782 -2.137 1.765
S -0.382 -5.465 0.918
C 0.167 -7.066 1.078
C 1.211 -7.350 0.228
C 1.588 -6.265 -0.559
C 0.823 -5.127 -0.325
C 0.952 -3.825 -0.872
C 0.071 -2.808 -0.460
N 0.195 -1.543 -0.792
C 1.198 -1.178 -1.672
C 2.087 -2.165 -2.213
C 3.039 -1.728 -3.192
C 3.076 -0.449 -3.620
C 2.196 0.553 -3.092
C 2.131 1.843 -3.558
C 1.202 2.764 -2.994
C 0.429 2.301 -1.904
N 0.467 1.077 -1.449
C 1.295 0.150 -2.049
C 1.040 4.075 -3.508
C 0.124 5.061 -3.134
C 0.231 6.221 -3.888
C 1.230 6.152 -4.842
S 2.038 4.659 -4.839
C 1.975 -3.471 -1.800
H -0.307 -7.714 1.789
H 1.692 -8.311 0.200
H 2.377 -6.312 -1.287
H -0.775 -3.073 0.167
H 3.713 -2.468 -3.596
H 3.766 -0.153 -4.393
H 2.764 2.155 -4.375
H -0.246 2.980 -1.405
H -0.590 4.940 -2.339
H -0.395 7.085 -3.757
H 1.501 6.916 -5.546
H 2.636 -4.226 -2.191
F -3.384 0.481 -1.289
C -2.480 -0.515 -1.152
F -3.078 -1.497 -0.420
H -2.253 -0.915 -2.156
```



# 2
This record from the Open Molecules 2025 dataset describes a molecular structure, C46H45N6O7S3Sn. The level of theory is ωB97M-V/def2-TZVPD.

## Properties
relative energy (zero: lowest compared OMol25 entry of this formula, charge and spin): 0.0 kJ/mol
net charge: +3
lowest unoccupied orbital energy: -8.18 eV
2S+1: 1
frontier orbital gap: 6.3 eV

Geometry as XYZ:
```
108
C46H45N6O7S3Sn ωB97M-V/def2-TZVPD
Sn -0.531 -0.662 -0.377
C -2.057 -5.015 -2.321
N -2.719 -4.312 -1.176
C -4.080 -4.145 -1.034
C -4.278 -3.288 -0.024
N -3.008 -2.952 0.478
C -2.105 -3.496 -0.291
S -0.373 -3.208 -0.197
C -2.685 -2.208 1.599
C -3.252 -2.642 2.783
C -2.990 -1.878 3.946
C -2.123 -0.783 3.915
C -1.624 -0.466 2.660
N -1.912 -1.078 1.530
H -2.482 -6.026 -2.377
H -0.946 -5.002 -2.233
H -2.273 -4.457 -3.234
H -4.767 -4.649 -1.653
H -5.150 -2.897 0.425
H -3.817 -3.547 2.766
H -3.397 -2.197 4.924
H -1.945 -0.235 4.829
H -0.913 0.337 2.633
O -0.502 1.482 -0.204
S -1.231 2.466 -1.155
C -0.191 2.397 -2.694
C 1.218 3.034 -2.754
C 2.344 2.321 -1.988
C 2.721 1.047 -2.726
S 2.389 -0.427 -1.779
O 0.903 -0.618 -1.916
C 3.227 -1.745 -2.703
C 2.504 -2.416 -3.680
C 3.084 -3.485 -4.356
C 4.402 -3.749 -4.092
C 5.155 -2.974 -3.271
C 4.567 -2.031 -2.428
C -0.743 4.136 -0.688
C 0.221 4.358 0.313
C 0.636 5.644 0.518
C 0.196 6.694 -0.286
C -0.701 6.411 -1.330
C -1.203 5.136 -1.514
H -0.841 2.835 -3.541
H -0.123 1.355 -2.953
H 1.138 4.023 -2.374
H 1.483 3.196 -3.760
H 1.993 2.031 -0.984
H 3.243 2.842 -1.665
H 3.739 0.917 -3.062
H 2.228 0.992 -3.685
H 1.483 -2.204 -3.704
H 2.461 -4.125 -4.984
H 4.924 -4.520 -4.694
H 6.235 -3.122 -3.159
H 5.118 -1.555 -1.605
H 0.500 3.557 0.948
H 1.283 5.819 1.360
H 0.565 7.674 -0.069
H -1.027 7.270 -1.916
H -1.899 4.925 -2.309
O -3.107 0.299 -0.655
C -3.069 -0.538 -1.571
O -1.942 -1.170 -1.764
C -4.200 -0.767 -2.516
C -4.042 -1.667 -3.579
C -5.088 -1.863 -4.529
C -6.143 -1.017 -4.449
O -7.212 -0.888 -5.289
C -8.155 -0.020 -4.557
O -7.428 0.640 -3.550
C -6.262 -0.096 -3.393
C -5.406 0.004 -2.376
H -3.110 -2.297 -3.662
H -5.086 -2.637 -5.250
H -8.904 -0.642 -4.038
H -8.647 0.740 -5.186
H -5.642 0.584 -1.481
C 2.224 -1.211 7.344
C 2.850 -0.223 6.382
C 2.081 0.666 5.635
C 2.681 1.647 4.812
C 4.032 1.725 4.714
N 4.646 2.745 3.872
C 4.277 3.137 2.630
O 4.628 4.114 2.036
N 3.316 2.307 1.926
C 2.858 1.013 1.941
C 3.470 -0.132 2.541
C 2.796 -1.334 2.462
C 1.592 -1.460 1.730
N 1.164 -0.390 1.020
C 1.746 0.798 1.159
C 4.780 0.913 5.505
C 4.227 -0.022 6.318
H 2.625 -2.274 7.193
H 1.174 -1.334 7.166
H 2.359 -0.837 8.374
H 1.047 0.694 5.713
H 2.014 2.346 4.292
H 5.301 3.374 4.282
H 3.051 2.896 1.132
H 4.444 -0.086 3.046
H 3.036 -2.168 3.069
H 1.066 -2.403 1.724
H 1.191 1.681 0.690
H 5.885 0.976 5.409
H 4.810 -0.610 7.041
```



# 3
This record from the Open Molecules 2025 dataset describes C3H8OS2 in the gas phase. The level of theory is ωB97M-V/def2-TZVPD.

## Properties
relative energy (zero: lowest compared OMol25 entry of this formula, charge and spin): 93.5 kJ/mol
structure (SMILES): OC[C@@H](S)CS
net charge: 0
lowest unoccupied orbital energy: 0.48 eV
2S+1: 1
frontier orbital gap: 9.7 eV

Geometry as XYZ:
```
14
C3H8OS2 ωB97M-V/def2-TZVPD
O -2.462 -0.456 -0.489
C -1.212 -0.674 0.164
C 0.119 0.018 -0.411
S 0.112 1.872 0.056
C 1.283 -0.558 0.427
S 2.908 -0.099 -0.307
H -2.829 0.410 -0.201
H -1.036 -1.777 0.265
H -1.315 -0.367 1.236
H 0.344 0.043 -1.533
H -1.138 2.184 -0.534
H 1.337 -0.159 1.451
H 1.336 -1.586 0.312
H 2.554 1.150 -0.437
```



# 4
This record from the Open Molecules 2025 dataset describes a molecular structure, C4H7ORu. The level of theory is ωB97M-V/def2-TZVPD.

## Properties
net charge: +3
lowest unoccupied orbital energy (alpha / beta): -16.12 / -18.20 eV
2S+1: 7
frontier orbital gap (alpha / beta): 6.0 / 8.0 eV

Geometry as XYZ:
```
13
C4H7ORu ωB97M-V/def2-TZVPD
C -1.463 0.143 0.183
C -0.156 -0.527 0.545
C 1.299 -0.477 0.525
O 2.162 -0.229 -0.347
Ru 2.821 -0.690 -2.017
H -2.086 -0.482 -0.478
H -0.356 -1.013 1.521
H -1.989 0.500 1.078
H 0.191 -1.388 -0.329
C -0.745 1.227 -0.525
H -0.702 1.185 -1.615
H -0.715 2.225 -0.091
H 1.739 -0.474 1.553
```



# 5
This record from the Open Molecules 2025 dataset describes a molecular structure, C4H11N3O. The level of theory is ωB97M-V/def2-TZVPD.

## Properties
relative energy (zero: lowest compared OMol25 entry of this formula, charge and spin): 271.7 kJ/mol
net charge: 0
lowest unoccupied orbital energy: 0.90 eV
2S+1: 1
frontier orbital gap: 8.7 eV

Geometry as XYZ:
```
19
C4H11N3O ωB97M-V/def2-TZVPD
C 0.770 -0.762 0.086
C -0.755 0.439 0.624
C -1.900 -0.566 0.664
N 1.647 0.160 -0.454
C 0.838 1.298 -0.911
N 0.060 0.961 -2.041
N 1.234 -1.549 1.105
O 1.201 2.420 -0.588
H 2.366 0.490 0.178
H 0.180 -1.285 -0.662
H 0.556 0.404 -2.727
H -0.377 1.782 -2.439
H 1.703 -1.080 1.868
H 0.623 -2.293 1.406
H -1.159 1.390 0.277
H -0.377 0.680 1.621
H -2.163 -0.872 -0.353
H -2.800 -0.148 1.122
H -1.647 -1.470 1.226
```



# 6
This record from the Open Molecules 2025 dataset describes a gas-phase ion, C4H4N8S (charge -2). The level of theory is ωB97M-V/def2-TZVPD.

## Properties
relative energy (zero: lowest compared OMol25 entry of this formula, charge and spin): 0.0 kJ/mol
structure (SMILES): CSC(c1nnn[n-]1)c1nnn[n-]1
net charge: -2
lowest unoccupied orbital energy: 5.49 eV
2S+1: 1
frontier orbital gap: 6.7 eV

Geometry as XYZ:
```
17
C4H4N8S ωB97M-V/def2-TZVPD
C 0.436 -2.259 0.690
S 0.463 -0.439 0.736
C 1.714 0.124 -0.472
C 1.132 -0.271 -1.768
N 1.162 -1.527 -2.277
N 0.575 -1.347 -3.461
N 0.174 -0.103 -3.634
N 0.504 0.639 -2.533
C 3.036 -0.587 -0.265
N 2.972 -1.815 0.326
N 4.234 -2.205 0.432
N 5.015 -1.237 -0.015
N 4.264 -0.210 -0.426
H 0.259 -2.595 -0.274
H -0.205 -2.627 1.416
H 1.400 -2.603 1.219
H 1.764 1.232 -0.517
```



# 7
This record from the Open Molecules 2025 dataset describes a molecular structure, C40H47BCl2N13O2RbS. The level of theory is ωB97M-V/def2-TZVPD.

## Properties
relative energy (zero: lowest compared OMol25 entry of this formula, charge and spin): 45.3 kJ/mol
net charge: -2
lowest unoccupied orbital energy (alpha / beta): 3.67 / 3.67 eV
2S+1: 1
frontier orbital gap (alpha / beta): 4.8 / 4.8 eV

Geometry as XYZ:
```
107
C40H47BCl2N13O2RbS ωB97M-V/def2-TZVPD
Rb 4.495 -18.787 8.255
C 6.402 -21.285 3.435
C 7.066 -20.471 4.549
C 6.691 -19.029 4.596
C 6.782 -21.202 5.824
C 5.845 -22.217 6.080
C 5.936 -22.406 7.437
N 6.858 -21.541 7.923
N 7.394 -20.809 6.915
B 7.113 -21.348 9.391
N 5.780 -21.737 10.080
C 5.678 -22.405 11.255
C 4.332 -22.378 11.627
C 3.720 -21.630 10.617
N 4.588 -21.237 9.703
C 2.252 -21.426 10.355
C 1.347 -21.491 11.583
C 1.772 -22.528 9.303
N 7.391 -19.889 9.808
C 8.175 -18.978 9.122
C 8.417 -17.947 10.008
C 7.801 -18.306 11.227
N 7.156 -19.473 11.045
C 7.810 -17.436 12.450
C 9.221 -16.911 12.718
C 6.804 -16.240 12.338
H 6.589 -20.866 2.422
H 5.305 -21.490 3.474
H 6.923 -22.228 3.360
H 8.164 -20.571 4.393
H 5.623 -18.821 4.569
H 6.998 -18.534 3.661
H 7.167 -18.452 5.423
H 5.217 -22.685 5.349
H 5.298 -22.967 8.080
H 7.945 -22.171 9.858
H 6.524 -22.864 11.771
H 3.871 -22.907 12.433
H 2.116 -20.499 9.822
H 1.545 -22.379 12.177
H 0.262 -21.498 11.211
H 1.439 -20.596 12.233
H 1.644 -23.465 9.847
H 2.563 -22.617 8.531
H 0.809 -22.217 8.804
H 8.420 -19.140 8.047
H 8.900 -16.999 9.813
H 7.472 -17.954 13.362
H 9.589 -16.244 11.937
H 9.966 -17.701 12.826
H 9.253 -16.311 13.638
H 7.050 -15.560 11.509
H 6.778 -15.691 13.277
H 5.792 -16.609 12.187
O -0.536 -14.822 3.688
C 0.264 -13.929 4.329
O 0.218 -12.745 4.089
C 1.156 -14.537 5.422
C 1.820 -15.684 5.275
C 2.566 -16.380 6.446
C 2.230 -15.827 7.795
C 1.580 -14.554 7.826
C 1.154 -13.878 6.726
N 2.774 -16.340 8.891
C 2.480 -16.124 10.164
C 2.907 -16.951 11.199
C 2.401 -16.578 12.519
C 2.733 -17.325 13.612
C 3.598 -18.452 13.416
C 4.158 -18.666 12.190
N 3.774 -17.978 11.062
H -0.442 -15.676 4.110
H 1.777 -16.181 4.288
H 3.660 -16.234 6.358
H 1.688 -13.985 8.763
H 0.689 -12.870 6.761
H 1.641 -15.390 10.464
H 1.826 -15.669 12.589
H 2.286 -17.105 14.567
H 3.954 -19.017 14.251
H 4.953 -19.440 12.099
C 4.677 -13.103 9.759
C 5.498 -13.398 8.549
N 5.886 -12.488 7.668
N 6.501 -13.209 6.702
C 6.602 -14.562 6.982
S 7.531 -15.594 5.994
N 5.946 -14.681 8.170
N 5.674 -15.901 8.746
H 3.676 -13.494 9.713
H 4.551 -12.009 9.677
H 5.171 -13.342 10.704
H 6.890 -12.831 5.872
H 6.412 -16.217 9.365
H 4.800 -15.888 9.222
Cl 2.925 -20.605 4.976
C 1.409 -19.796 5.204
C 0.315 -20.330 4.483
C -0.894 -19.638 4.489
C -1.041 -18.577 5.363
C -0.010 -18.062 6.112
Cl -0.401 -16.969 7.429
C 1.384 -18.517 5.906
N 2.504 -17.889 6.228
H 0.404 -21.257 3.859
H -1.674 -19.957 3.819
H -2.051 -18.270 5.543
```



# 8
This record from the Open Molecules 2025 dataset describes C5H12O2 in the gas phase. The level of theory is ωB97M-V/def2-TZVPD.

## Properties
relative energy (zero: lowest compared OMol25 entry of this formula, charge and spin): 105.0 kJ/mol
structure (SMILES): CC[C@@H](O)CCO
net charge: 0
lowest unoccupied orbital energy: 0.74 eV
2S+1: 1
frontier orbital gap: 10.4 eV

Geometry as XYZ:
```
19
C5H12O2 ωB97M-V/def2-TZVPD
C -0.399 1.342 2.310
C -0.757 0.230 1.341
C -0.155 0.449 -0.032
O 1.228 0.624 0.226
C -0.594 -0.715 -0.955
C 0.409 -1.096 -2.020
O 1.591 -1.488 -1.342
H -0.920 1.199 3.260
H 0.680 1.333 2.483
H -0.667 2.321 1.897
H -1.841 0.115 1.230
H -0.345 -0.716 1.718
H -0.546 1.383 -0.471
H 1.727 0.625 -0.595
H -1.535 -0.428 -1.446
H -0.815 -1.613 -0.365
H 0.575 -0.242 -2.696
H 0.011 -1.926 -2.623
H 2.354 -1.398 -1.918
```